{
  "formula": "CH9NO2",
  "method": "ωB97M-V with the def2-TZVPD basis set",
  "max_force_ev_per_a": 5.35,
  "smiles": "CN.O.O",
  "e_homo_ev": -9.11,
  "e_above_lowest_kcal_mol": 27.2,
  "total_charge": 0,
  "e_tot_ha": -248.6718,
  "homo_lumo_gap_ev": 9.69,
  "elements": ["C", "N", "H", "H", "H", "H", "H", "O", "H", "H", "O", "H", "H"],
  "positions_angstrom": [[-0.026, -1.601, 0.527], [1.411, -1.608, 1.086], [-0.049, -1.672, -0.573], [-0.603, -0.825, 0.959], [-0.339, -2.626, 0.833], [1.406, -1.806, 2.006], [1.968, -0.865, 0.783], [-2.436, 4.110, 0.943], [-2.238, 3.182, 0.798], [-2.213, 4.210, 2.006], [0.593, -0.111, -3.081], [1.413, 0.356, -2.750], [1.113, -0.743, -3.537]],
  "forces_ev_per_angstrom": [[2.7, -2.5, 0.5], [-2.5, -0.6, -4.7], [0.2, 0.7, 0.5], [-0.9, 0.7, 0.1], [-0.5, 0.9, 0.0], [0.2, -0.4, 3.6], [0.8, 1.3, 0.0], [0.9, 0.5, 4.4], [0.0, -0.2, -0.1], [-0.9, -0.3, -4.3], [1.6, 1.6, 1.2], [-1.7, 0.1, 0.1], [0.0, -1.8, -1.3]]
}


{
  "formula": "H8O4Rb",
  "method": "ωB97M-V with the def2-TZVPD basis set",
  "spin_multiplicity": 2,
  "max_force_ev_per_a": 1.04,
  "e_homo_ev": [-19.57, -18.79],
  "s2": 0.76,
  "e_above_lowest_kcal_mol": 0.0,
  "total_charge": 2,
  "e_tot_ha": -329.1012,
  "homo_lumo_gap_ev": [12.46, 2.91],
  "elements": ["Rb", "O", "H", "H", "O", "H", "H", "O", "H", "H", "O", "H", "H"],
  "positions_angstrom": [[-8.532, 18.798, -17.487], [-6.039, 18.542, -18.791], [-5.382, 19.158, -19.117], [-5.786, 17.700, -19.169], [-10.383, 19.321, -15.340], [-10.568, 18.709, -14.627], [-10.549, 20.185, -14.963], [-9.815, 19.601, -19.980], [-9.964, 19.824, -20.899], [-10.169, 18.716, -19.888], [-7.111, 21.325, -17.909], [-7.510, 22.064, -17.450], [-6.169, 21.484, -17.846]],
  "forces_ev_per_angstrom": [[-0.2, -0.2, 0.5], [-0.6, 0.3, 0.2], [0.6, 0.5, -0.3], [0.3, -0.8, -0.3], [0.4, 0.0, -0.5], [-0.2, -0.4, 0.4], [-0.2, 0.4, 0.2], [0.6, 0.2, 0.8], [-0.1, 0.5, -0.9], [-0.6, -0.7, -0.2], [-0.3, -0.8, -0.2], [-0.4, 0.8, 0.3], [0.9, 0.2, 0.0]]
}


{
  "formula": "H24MgO20S2",
  "method": "ωB97M-V with the def2-TZVPD basis set",
  "max_force_ev_per_a": 2.41,
  "e_homo_ev": -2.51,
  "e_above_lowest_kcal_mol": 0.0,
  "total_charge": -2,
  "e_tot_ha": -2516.0046,
  "homo_lumo_gap_ev": 6.01,
  "elements": ["Mg", "S", "O", "O", "O", "O", "S", "O", "O", "O", "O", "O", "H", "H", "O", "H", "H", "O", "H", "H", "O", "H", "H", "O", "H", "H", "O", "H", "H", "O", "H", "H", "O", "H", "H", "O", "H", "H", "O", "H", "H", "O", "H", "H", "O", "H", "H"],
  "positions_angstrom": [[-20.060, -7.928, -19.764], [-21.167, -7.639, -22.105], [-22.405, -6.846, -22.380], [-21.354, -8.641, -21.003], [-20.667, -8.205, -23.368], [-20.140, -6.754, -21.498], [-17.458, -7.819, -19.679], [-16.585, -8.571, -18.766], [-18.403, -8.755, -20.407], [-18.512, -7.016, -18.933], [-16.719, -7.033, -20.637], [-17.900, -8.390, -23.624], [-17.479, -8.295, -22.759], [-18.852, -8.423, -23.449], [-19.295, -7.555, -26.090], [-19.599, -6.756, -26.528], [-20.060, -7.899, -25.618], [-21.056, -4.213, -19.785], [-21.953, -4.550, -19.914], [-20.695, -4.150, -20.677], [-21.376, -6.782, -18.743], [-22.332, -6.761, -18.660], [-21.038, -6.000, -18.286], [-21.873, -4.604, -23.866], [-22.147, -5.318, -23.257], [-22.378, -4.767, -24.669], [-22.673, -6.826, -25.837], [-22.272, -7.605, -26.233], [-22.210, -6.736, -24.990], [-18.261, -4.738, -22.104], [-18.801, -4.332, -22.789], [-18.626, -5.642, -22.052], [-25.303, -7.227, -22.792], [-25.849, -7.284, -22.004], [-24.392, -7.283, -22.461], [-20.207, -11.001, -23.103], [-20.381, -10.047, -23.218], [-20.626, -11.408, -23.865], [-23.206, -10.465, -20.064], [-22.713, -9.863, -20.655], [-23.171, -10.012, -19.219], [-23.784, -5.576, -20.322], [-23.274, -6.071, -21.005], [-24.207, -6.257, -19.792], [-20.359, -9.361, -18.404], [-21.139, -9.405, -17.847], [-19.770, -10.062, -18.113]],
  "forces_ev_per_angstrom": [[1.7, 0.7, -0.2], [1.7, 1.6, -0.2], [-0.5, -0.8, 0.4], [-1.9, -0.8, -1.2], [-1.1, -0.4, 0.4], [-0.7, 0.2, -0.5], [-0.3, -1.0, 0.2], [-0.5, 0.4, 0.1], [0.5, -1.1, -0.4], [0.5, 0.8, 0.9], [0.3, 0.5, -0.2], [0.4, -0.1, -0.1], [-0.3, 0.0, 0.1], [0.4, 0.2, 0.1], [-0.1, -0.1, -0.6], [-0.1, 0.1, 0.2], [0.2, 0.1, 0.4], [-0.4, 0.4, 0.2], [0.0, 0.0, -0.1], [0.3, -0.3, 0.1], [-0.5, -0.2, 1.0], [0.0, 0.2, -0.3], [0.3, 0.1, -0.4], [-0.1, 0.1, 0.0], [0.2, 0.1, -0.1], [0.0, 0.1, 0.0], [0.1, 0.1, 0.0], [0.0, 0.0, 0.0], [-0.1, -0.2, 0.1], [-0.3, 0.2, -0.2], [0.0, -0.1, -0.1], [0.3, 0.2, 0.2], [-0.1, -0.1, 0.1], [0.0, 0.0, 0.0], [0.1, 0.1, -0.3], [-0.2, -0.1, -0.1], [0.2, -0.2, 0.2], [0.0, 0.0, 0.0], [-0.3, 0.0, 0.0], [0.3, -0.1, 0.1], [0.0, 0.0, 0.0], [0.1, -0.1, 0.2], [0.1, 0.1, -0.1], [-0.1, 0.0, -0.1], [-0.5, -0.7, 0.8], [0.0, 0.0, 0.1], [0.3, 0.1, -0.3]]
}


{
  "formula": "C18H26BrN2O4Zr",
  "method": "ωB97M-V with the def2-TZVPD basis set",
  "max_force_ev_per_a": 0.61,
  "e_homo_ev": -11.76,
  "total_charge": 1,
  "e_tot_ha": -3732.9658,
  "homo_lumo_gap_ev": 7.93,
  "elements": ["Zr", "N", "C", "C", "O", "N", "C", "C", "O", "O", "H", "H", "H", "H", "H", "H", "C", "C", "C", "C", "C", "C", "C", "Br", "C", "O", "C", "C", "C", "C", "C", "C", "H", "H", "H", "H", "H", "H", "H", "H", "H", "H", "H", "H", "H", "H", "H", "H", "H", "H", "H", "H"],
  "positions_angstrom": [[3.128, -0.412, -0.267], [3.410, -2.251, -1.817], [4.673, -2.977, -1.425], [5.339, -1.899, -0.604], [4.555, -1.625, 0.471], [6.238, -1.171, -1.117], [6.448, 0.197, -0.622], [5.075, 0.854, -0.697], [4.459, 1.226, 0.350], [4.330, 0.623, -1.719], [2.610, -2.876, -1.827], [3.508, -1.886, -2.762], [5.253, -3.260, -2.297], [4.417, -3.845, -0.826], [7.167, 0.692, -1.271], [6.791, 0.250, 0.411], [-3.780, 2.490, 2.111], [-3.287, 1.125, 2.616], [-2.947, 1.253, 4.101], [-4.405, 0.084, 2.459], [-2.081, 0.691, 1.787], [-0.840, 0.437, 2.356], [0.182, 0.056, 1.521], [1.937, -0.304, 2.256], [0.069, -0.094, 0.142], [1.189, -0.451, -0.540], [-1.176, 0.144, -0.450], [-2.202, 0.535, 0.408], [-1.509, -0.003, -1.943], [-2.589, -1.088, -2.088], [-0.335, -0.400, -2.845], [-2.051, 1.337, -2.467], [-4.646, 2.807, 2.695], [-4.082, 2.451, 1.063], [-3.002, 3.247, 2.214], [-3.838, 1.566, 4.645], [-2.172, 2.002, 4.277], [-2.621, 0.300, 4.525], [-5.275, 0.387, 3.043], [-4.078, -0.895, 2.816], [-4.720, -0.021, 1.420], [-0.667, 0.538, 3.417], [-3.169, 0.732, -0.034], [-2.226, -2.049, -1.719], [-2.860, -1.204, -3.138], [-3.493, -0.835, -1.534], [0.076, -1.372, -2.570], [0.461, 0.344, -2.831], [-0.706, -0.473, -3.868], [-2.948, 1.655, -1.937], [-2.307, 1.243, -3.523], [-1.302, 2.125, -2.366]],
  "forces_ev_per_angstrom": [[-0.5, -0.2, -0.3], [0.0, 0.1, 0.1], [0.0, 0.1, 0.0], [0.1, 0.0, -0.3], [-0.2, 0.4, 0.1], [0.1, -0.1, 0.0], [-0.1, 0.1, 0.0], [0.1, 0.0, 0.1], [0.0, -0.1, -0.1], [-0.1, -0.2, 0.1], [0.0, 0.0, 0.0], [0.0, 0.0, 0.0], [0.0, 0.0, 0.0], [0.0, 0.0, 0.0], [0.0, 0.0, 0.0], [0.0, 0.0, 0.0], [0.0, 0.0, 0.0], [-0.1, 0.0, 0.0], [0.0, 0.0, 0.0], [0.0, 0.0, 0.0], [-0.1, 0.0, 0.0], [0.1, 0.0, 0.1], [0.1, -0.1, -0.1], [-0.1, 0.1, 0.0], [-0.2, 0.0, 0.1], [0.5, 0.1, 0.1], [0.1, -0.1, -0.1], [0.0, 0.0, 0.1], [-0.1, 0.0, 0.0], [0.0, 0.0, 0.0], [0.0, 0.0, 0.1], [0.0, 0.0, 0.0], [0.0, 0.0, 0.0], [0.0, 0.0, 0.0], [0.0, 0.0, 0.0], [0.0, 0.0, 0.0], [0.0, 0.0, 0.0], [0.0, 0.0, 0.0], [0.0, 0.0, 0.0], [0.0, 0.0, 0.0], [0.0, 0.0, 0.0], [0.0, 0.0, 0.0], [0.0, 0.0, 0.0], [0.0, 0.0, 0.0], [0.0, 0.0, 0.0], [0.0, 0.0, 0.0], [0.0, 0.0, 0.0], [0.0, 0.0, 0.0], [0.0, 0.0, 0.0], [0.0, 0.0, 0.0], [0.0, 0.0, 0.0], [0.0, 0.0, 0.0]]
}